# 1
DFT (ωB97M-V with the def2-TZVPD basis set) results for C39H48N4P3PdS2 as an isolated structure.

- total charge = +1
- HOMO (eV) = -10.685
- largest force on an atom (eV/Å) = 0.71
- total energy (eV) = -100195.0887
- relative energy (zero: lowest compared OMol25 entry of this formula, charge and spin) (kcal/mol) = 15.21
- spin multiplicity = 1

The geometry in XYZ format:
```
97
Properties=species:S:1:pos:R:3:mulliken_charge:R:1
Pd 0.2449 0.4214 -1.1590 0.40
C 5.2770 0.4804 -1.8998 -1.67
C 3.8244 0.0912 -2.1796 0.72
C 3.5280 -1.3129 -1.6533 -1.38
P 2.5326 1.3158 -1.6672 0.44
C 2.4922 2.5543 -3.0421 1.04
C 3.8217 3.1604 -3.4917 -1.59
C 1.7885 1.9508 -4.2622 -1.49
C 3.0019 2.1887 -0.1037 1.51
C 4.1099 3.2379 -0.1154 -1.70
C 3.2180 1.1515 1.0041 -1.74
H 5.9394 -0.2192 -2.4122 0.48
H 5.5077 0.4206 -0.8360 0.30
H 5.5214 1.4812 -2.2429 0.29
H 3.6859 0.0649 -3.2675 0.47
H 3.5734 -1.3503 -0.5626 0.23
H 4.2702 -2.0156 -2.0347 0.53
H 2.5430 -1.6566 -1.9765 0.17
H 1.8583 3.3536 -2.6386 -0.22
H 4.4668 2.3959 -3.9260 0.31
H 4.3688 3.6631 -2.6998 0.34
H 3.6273 3.8917 -4.2775 0.47
H 2.4736 1.3235 -4.8363 0.36
H 1.4578 2.7539 -4.9219 0.47
H 0.9132 1.3489 -3.9972 0.03
H 2.0724 2.7138 0.1412 -0.12
H 5.0704 2.8370 -0.4313 0.26
H 4.2314 3.6191 0.9002 0.48
H 3.8552 4.0869 -0.7454 0.37
H 4.1749 0.6402 0.9011 0.18
H 2.4295 0.3913 1.0147 0.23
H 3.2171 1.6443 1.9774 0.52
C -0.6584 -0.2620 1.8114 -1.75
P -1.2360 -0.6709 0.1487 1.17
C -2.9715 -0.2701 -0.0462 0.78
C -3.7403 -0.8711 -1.0460 0.01
C -5.0423 -0.4547 -1.2581 -0.84
C -5.5809 0.5725 -0.4924 -0.67
C -4.8134 1.1900 0.4841 -0.86
C -3.5102 0.7733 0.7101 -0.48
C -0.9217 -2.4155 -0.1230 1.35
C -1.9080 -3.3914 -0.2296 -0.31
C -1.5429 -4.7098 -0.4477 -0.93
C -0.2046 -5.0592 -0.5623 -0.85
C 0.7819 -4.0919 -0.4375 -0.73
C 0.4236 -2.7737 -0.2154 -1.04
P -1.7601 -0.6794 3.2709 -0.13
C -1.9220 -2.4937 3.1202 0.43
C -3.2062 -3.0179 3.0190 -0.45
C -3.4028 -4.3914 2.9355 -0.65
C -2.3128 -5.2447 2.9561 -0.53
C -1.0239 -4.7296 3.0553 -0.79
C -0.8303 -3.3633 3.1398 -0.04
C -0.4998 -0.5546 4.5921 0.69
C 0.5855 0.3174 4.5322 -0.19
C 1.4572 0.4335 5.6064 -0.64
C 1.2547 -0.3162 6.7536 -0.55
C 0.1714 -1.1805 6.8262 -0.65
C -0.7005 -1.2962 5.7569 -0.60
H -0.4735 0.8119 1.8203 0.70
H 0.3109 -0.7648 1.9069 0.89
H -3.3152 -1.6388 -1.6777 0.55
H -5.6348 -0.9255 -2.0305 0.48
H -6.6003 0.8931 -0.6603 0.45
H -5.2268 1.9940 1.0771 0.47
H -2.9155 1.2717 1.4650 0.35
H -2.9525 -3.1388 -0.1119 0.58
H -2.3090 -5.4693 -0.5190 0.47
H 0.0696 -6.0901 -0.7384 0.43
H 1.8264 -4.3619 -0.5131 0.51
H 1.1983 -2.0186 -0.1094 0.06
H -4.0578 -2.3478 3.0189 0.42
H -4.4060 -4.7904 2.8708 0.45
H -2.4625 -6.3148 2.9044 0.44
H -0.1739 -5.3985 3.0779 0.46
H 0.1733 -2.9678 3.2466 0.49
H 0.7650 0.9228 3.6546 0.31
H 2.2953 1.1147 5.5440 0.41
H 1.9346 -0.2260 7.5891 0.39
H 0.0045 -1.7672 7.7191 0.40
H -1.5391 -1.9785 5.8271 0.41
N -0.5179 2.1561 -0.0420 -0.68
C -0.1996 3.1988 -0.4936 0.51
N 0.1591 4.3432 -0.9205 -0.74
C -0.3299 4.7293 -2.0954 0.63
N -0.7264 5.0741 -3.1241 -0.62
S -0.9953 -0.2623 -3.1184 -0.39
C -1.9151 1.1591 -3.3429 0.58
N -2.6063 1.8276 -2.4474 0.35
C -3.2535 3.0697 -2.8686 -0.67
C -3.2981 3.0386 -4.3965 -0.58
S -2.0131 1.8570 -4.9177 -0.03
H -2.5478 1.5770 -1.4668 -0.33
H -2.6736 3.9208 -2.5191 0.23
H -4.2546 3.1143 -2.4408 0.33
H -3.0634 4.0158 -4.8109 0.42
H -4.2579 2.6949 -4.7756 0.41
```



# 2
DFT (ωB97M-V with the def2-TZVPD basis set) results for C39H48N5O4PTi as an isolated structure.

- total charge = -2
- HOMO (spin up / spin down) (eV) = 1.352 / 0.631
- largest force on an atom (eV/Å) = 0.51
- total energy (eV) = -89265.1726
- relative energy (zero: lowest compared OMol25 entry of this formula, charge and spin) (kcal/mol) = 3.81
- spin multiplicity = 3

The geometry in XYZ format:
```
98
Properties=species:S:1:pos:R:3:mulliken_spin:R:1
Ti 0.1893 0.4929 0.0530 1.22
C 0.5896 0.8665 -3.1690 0.01
C 0.5327 2.2477 -2.4885 0.00
N -0.4396 2.2640 -1.4126 0.03
C -1.8132 2.5577 -1.8177 0.00
C -3.0946 0.5598 -1.0525 0.00
N -1.9565 -0.2269 -0.5836 0.03
C -1.6079 -1.4505 -1.2815 0.02
C -0.7979 -1.1198 -2.5344 0.00
N 0.3539 -0.2533 -2.2526 0.05
H 1.5727 0.7642 -3.6362 0.00
H -0.1532 0.8178 -3.9729 0.00
H 0.3001 2.9985 -3.2634 0.00
H 1.5056 2.4802 -2.0644 0.00
H -0.1604 2.8800 -0.6499 0.01
H -2.0022 2.1015 -2.7985 0.00
H -1.9195 3.6419 -1.9627 0.00
H -3.2505 0.3826 -2.1248 0.00
H -4.0048 0.2203 -0.5468 0.00
H -2.0369 -0.3784 0.4218 -0.02
H -2.4815 -2.0647 -1.5566 0.00
H -1.0084 -2.0474 -0.5919 -0.02
H -1.4452 -0.5830 -3.2356 0.00
H -0.4882 -2.0511 -3.0253 0.00
H 1.2008 -0.7891 -2.1041 -0.02
O -1.1929 -1.3561 3.3505 0.06
C -0.3022 -1.5662 2.5230 0.08
O -0.3225 -1.0670 1.3209 0.05
C 0.8319 -2.4881 2.8242 0.27
C 0.8512 -3.0513 4.0945 -0.21
C 1.7712 -4.0032 4.5100 0.32
C 2.7360 -4.4427 3.5684 -0.03
C 2.7603 -3.9051 2.3119 0.11
C 1.8479 -2.8926 1.8664 0.11
P 2.1344 -2.1759 0.2870 -0.07
C 1.9017 -3.5304 -0.9579 0.08
C 1.1662 -4.6717 -0.6288 -0.01
C 0.7938 -5.5853 -1.6035 0.00
C 1.1440 -5.3802 -2.9333 0.01
C 1.8725 -4.2463 -3.2786 0.00
C 2.2402 -3.3335 -2.3032 0.00
C 3.9744 -1.9609 0.2089 0.02
C 4.9052 -2.7143 -0.5076 0.02
C 6.2605 -2.4154 -0.4538 -0.01
C 6.7174 -1.3553 0.3180 0.01
C 5.8027 -0.6000 1.0455 -0.01
C 4.4521 -0.9033 0.9949 0.02
H 0.0716 -2.7105 4.7666 -0.01
H 1.7399 -4.4050 5.5158 0.05
H 3.4645 -5.2035 3.8347 0.00
H 3.5209 -4.2524 1.6163 0.07
H 0.8888 -4.8183 0.4091 0.01
H 0.2227 -6.4635 -1.3232 0.00
H 0.8471 -6.0918 -3.6952 0.00
H 2.1483 -4.0678 -4.3125 0.00
H 2.7971 -2.4446 -2.5888 -0.01
H 4.5777 -3.5549 -1.1076 0.00
H 6.9619 -3.0222 -1.0169 0.00
H 7.7750 -1.1205 0.3573 0.00
H 6.1362 0.2358 1.6494 0.00
H 3.7377 -0.3070 1.5565 -0.01
C 3.5550 3.2511 0.7200 0.01
C 2.2750 2.4722 0.7306 -0.01
N 2.0672 1.3212 -0.0373 -0.10
O 3.0590 1.1230 -1.0720 0.01
C 1.1773 2.7974 1.4824 0.05
C 1.0796 4.0099 2.3633 -0.01
N 0.0977 1.9642 1.3258 -0.23
O -1.1341 2.4959 1.6389 0.01
H 4.1572 2.9842 -0.1481 0.00
H 4.1787 3.0818 1.6122 0.00
H 3.3625 4.3275 0.6778 0.00
H 3.6448 0.4444 -0.7102 0.00
H 1.9433 4.1021 3.0314 0.00
H 0.1673 3.9274 2.9526 0.00
H 1.0153 4.9415 1.7873 0.00
C -3.5452 4.2876 0.0046 0.00
C -4.0431 2.9448 -0.5694 0.00
C -4.8134 3.2176 -1.8607 0.00
C -2.8066 2.0366 -0.7793 0.08
C -4.8930 2.2714 0.5019 0.01
C -6.1945 1.8244 0.2850 0.00
C -6.8973 1.1545 1.2790 0.00
C -6.3017 0.9003 2.5040 0.00
C -4.9915 1.3179 2.7240 0.00
C -4.2971 1.9988 1.7411 0.00
H -3.0215 4.8652 -0.7607 0.00
H -2.8362 4.1299 0.8181 0.00
H -4.3884 4.8894 0.3551 0.00
H -4.2263 3.8646 -2.5149 0.00
H -5.7634 3.7201 -1.6610 0.00
H -5.0273 2.2988 -2.4149 0.00
H -2.2563 2.1007 0.1820 -0.03
H -6.6748 1.9887 -0.6717 0.00
H -7.9091 0.8171 1.0831 0.00
H -6.8394 0.3575 3.2720 0.00
H -4.4886 1.0866 3.6542 0.00
H -3.2502 2.2437 1.9055 -0.01
```